Record 1
Here is a structure of composition C25H34BCl2HgN3P2S from the Open Molecules 2025 dataset. Energies are from ωB97M-V/def2-TZVPD.

Values from the calculation:
Energy above the lowest of the compared OMol25 structures with the same formula, charge and spin (kcal/mol): 0.0
Multiplicity: 2
Kohn-Sham gap (alpha / beta) (eV): 5.7 / 8.2
Total charge: -1

Element x y z (Å)
H 3.274 5.561 -4.130
C 3.094 -0.958 0.945
B -0.893 -1.048 5.713
C 4.276 3.734 -3.587
C 0.700 1.624 -0.933
C -6.270 -3.775 0.407
P 1.650 -0.926 -0.172
H 1.188 4.981 -2.908
H 5.189 3.981 -4.114
C 2.034 4.303 -2.920
Cl -3.032 -6.065 0.346
H 0.522 0.951 2.635
H -5.759 -5.857 0.599
H 3.298 -1.976 1.275
H 0.664 2.598 3.238
Cl -3.895 -0.683 -0.269
N 2.934 0.981 -1.563
H 1.492 2.142 1.740
H 2.720 -3.768 -0.125
C 3.453 -2.076 -2.063
C -0.982 -1.106 4.130
H -3.041 2.188 -0.342
Hg -0.828 -1.093 0.725
H 0.269 4.085 0.429
P -0.805 1.345 0.053
H -2.110 1.198 2.615
H -6.410 -1.647 0.152
H 1.076 -1.035 -3.038
C 0.582 1.997 2.329
C 1.761 0.711 -0.960
H 1.915 -4.343 -1.585
H 4.218 -2.293 -1.314
N -1.045 -1.102 2.976
H 2.881 -0.346 1.821
C -5.758 -2.508 0.202
H 1.186 -2.772 -3.363
H -2.798 2.663 1.894
C 1.895 -3.570 -0.812
H 0.243 -1.358 6.019
H 3.647 -1.083 -2.465
H -0.272 4.489 2.072
S -1.722 -3.256 -0.087
C 3.005 2.186 -2.219
H 0.957 -3.683 -0.264
C -2.133 2.095 -0.936
H -1.447 4.320 0.765
C 1.911 3.093 -2.226
C -3.463 -3.372 0.098
H -1.792 3.066 -1.293
C -4.393 -2.324 0.046
H -1.709 -1.828 6.163
H 3.552 -2.818 -2.863
C -0.655 2.444 1.546
H -1.801 2.765 3.347
C -0.514 3.920 1.169
C 2.045 -2.194 -1.474
C -1.920 2.246 2.391
C -4.039 -4.644 0.290
C 3.199 4.622 -3.596
C 4.176 2.534 -2.905
H -0.013 -2.170 -2.214
H -7.334 -3.924 0.529
H -1.143 0.102 6.033
H 3.955 -0.547 0.417
H -2.338 1.453 -1.792
H 4.999 1.829 -2.883
C 1.005 -2.026 -2.584
N 0.745 2.816 -1.552
C -5.398 -4.850 0.444

Results of the natural (NBO) charge analysis, in e, for atoms 1 through 8: number 1, H, carries 0.1990; number 2, C, carries -0.9530; number 3, B, carries -0.5809; number 4, C, carries -0.2388; number 5, C, carries -0.1814; number 6, C, carries -0.2237; number 7, P, carries 0.7711; number 8, H, carries 0.2076

=====

Record 2
Here is a cluster of 2 separate species, C5H12 in total from the Open Molecules 2025 dataset. Energies are from ωB97M-V/def2-TZVPD.

Values from the calculation:
Energy above the lowest of the compared OMol25 structures with the same formula, charge and spin (kcal/mol): 95.1
Kohn-Sham gap (eV): 8.5

Element x y z (Å)
H 2.621 1.210 -0.327
H -2.684 0.665 0.594
H 1.032 -0.709 1.640
C -1.514 -0.097 -1.042
H 0.723 -2.103 0.527
H 2.345 -1.486 0.742
H 1.269 1.474 0.798
H 1.104 1.777 -0.974
H -1.548 0.777 -1.693
H -2.342 -0.716 -1.364
C 1.288 -1.177 0.678
H -1.019 0.821 0.996
C 1.527 1.114 -0.213
C -1.723 0.179 0.464
H -1.760 -0.756 1.018
H -0.623 -0.656 -1.324
C 1.303 -0.318 -0.521

Results of the natural (NBO) charge analysis, in e, for atoms 1 through 8: number 1, H, carries 0.2747; number 2, H, carries 0.2087; number 3, H, carries 0.1844; number 4, C, carries -0.6228; number 5, H, carries 0.2378; number 6, H, carries 0.2766; number 7, H, carries 0.1811; number 8, H, carries 0.2408

=====

Record 3
Here is a cluster of 3 separate species, C2H9O2S in total from the Open Molecules 2025 dataset. Energies are from ωB97M-V/def2-TZVPD.

Values from the calculation:
Multiplicity: 2
Kohn-Sham gap (alpha / beta) (eV): 2.3 / 6.0
Total charge: -2

Element x y z (Å)
O -1.783 3.749 -0.437
H 2.718 1.550 1.906
H -1.091 -1.604 -1.915
H 0.862 -2.692 -0.507
H 0.303 -0.517 -1.486
H 2.697 0.048 2.374
H -2.017 2.923 0.038
S -1.761 0.033 -0.367
H 0.347 -1.637 0.748
H -0.827 -2.859 0.102
O 3.285 0.768 2.084
C -0.024 -2.163 -0.128
C -0.531 -1.112 -1.118
H -2.179 3.513 -1.294

Results of the natural (NBO) charge analysis, in e, for atoms 1 through 8: number 1, O, carries -0.9886; number 2, H, carries 0.3453; number 3, H, carries 0.1639; number 4, H, carries 0.1638; number 5, H, carries 0.1780; number 6, H, carries 0.3230; number 7, H, carries 0.4984; number 8, S, carries -0.8202

=====

Record 4
Here is a structure of composition C9H21AgF3N3O3 from the Open Molecules 2025 dataset. Energies are from ωB97M-V/def2-TZVPD.

Values from the calculation:
Energy above the lowest of the compared OMol25 structures with the same formula, charge and spin (kcal/mol): 0.0
Kohn-Sham gap (eV): 4.7
Total charge: -2

Element x y z (Å)
C -0.688 2.923 0.367
H 2.976 -3.094 -1.794
H -0.216 -1.852 4.733
H 0.507 -1.736 -4.192
H 0.965 0.081 2.481
H 1.236 -1.496 1.663
Ag 1.955 1.852 0.387
C 0.860 -0.999 2.548
C -1.712 3.511 -1.758
N -1.677 2.745 -0.529
H -2.740 3.616 -2.124
C -0.983 -1.366 4.127
F 1.854 3.547 -1.187
F 3.582 3.187 1.759
H -1.908 0.714 -0.946
H -0.498 -2.568 -3.031
H 2.326 -1.264 -0.520
H -3.377 1.724 -1.077
H 1.512 -3.953 -2.430
N -0.549 -1.387 2.751
H -0.165 3.869 0.156
H -0.945 -1.434 0.736
H -1.953 -1.842 4.255
C 2.118 -3.040 -2.463
C -1.378 -1.656 1.719
C 1.392 -1.116 -1.090
F 3.523 0.105 1.010
O 0.584 -0.265 -0.794
O -2.528 -2.064 1.862
H -1.167 2.953 -2.523
H -0.360 -0.821 -2.931
H -1.064 -0.350 4.530
C 0.201 -1.727 -3.145
O -0.429 2.158 1.273
H 1.466 -1.263 3.415
H -1.360 4.522 -1.574
H 2.570 -3.007 -3.462
C -2.481 1.527 -0.487
H -2.740 1.157 0.501
N 1.292 -1.891 -2.215

Results of the natural (NBO) charge analysis, in e, for atoms 1 through 8: number 1, C, carries 0.5335; number 2, H, carries 0.2265; number 3, H, carries 0.1831; number 4, H, carries 0.1811; number 5, H, carries 0.2482; number 6, H, carries 0.2198; number 7, Ag, carries 0.9376; number 8, C, carries -0.4033

=====

Record 5
Here is the molecule C6H8BrN3 from the Open Molecules 2025 dataset. Energies are from ωB97M-V/def2-TZVPD.

Values from the calculation:
Energy above the lowest of the compared OMol25 structures with the same formula, charge and spin (kcal/mol): 45.1
Kohn-Sham gap (eV): 7.5
SMILES string: [H]/N=c1/c(C)nc(C)cn1Br

Element x y z (Å)
N -1.502 0.401 0.770
H 1.833 -2.093 -0.915
H 0.914 3.248 -0.345
C -0.730 1.467 0.435
N 0.855 0.009 -0.660
H -0.970 2.500 0.800
N -1.756 -1.944 0.811
H 2.296 1.986 0.028
C 1.395 2.333 -0.542
H 1.585 2.261 -1.620
H 0.861 -2.955 0.139
H -2.491 -1.785 1.582
C -1.062 -0.989 0.459
H 0.262 -2.874 -1.591
C 0.457 1.213 -0.272
C 0.180 -1.014 -0.295
C 0.839 -2.365 -0.722
Br -2.965 0.601 1.937

Results of the natural (NBO) charge analysis, in e, for atoms 1 through 8: number 1, N, carries -0.4539; number 2, H, carries 0.2263; number 3, H, carries 0.2115; number 4, C, carries -0.0306; number 5, N, carries -0.3965; number 6, H, carries 0.2288; number 7, N, carries -0.6975; number 8, H, carries 0.2270

=====

Record 6
Here is a cluster of 2 separate species, C2H6Cl3N2 in total from the Open Molecules 2025 dataset. Energies are from ωB97M-V/def2-TZVPD.

Values from the calculation:
Energy above the lowest of the compared OMol25 structures with the same formula, charge and spin (kcal/mol): 0.0
Multiplicity: 3
Kohn-Sham gap (alpha / beta) (eV): 8.3 / 8.4
Total charge: +1

Element x y z (Å)
C 0.053 0.331 -0.533
H 1.398 -0.203 0.991
H 1.461 -1.142 -0.258
H -1.606 1.001 0.570
N 0.732 -0.715 0.261
H -0.007 -1.448 0.566
H 0.436 0.222 -1.613
H -1.953 0.638 -0.945
C 1.035 2.208 0.623
N -1.292 0.436 -0.179
Cl -0.372 3.001 1.342
Cl 1.765 3.390 -0.456
Cl 2.158 1.416 1.779

Results of the natural (NBO) charge analysis, in e, for atoms 1 through 8: number 1, C, carries 0.1144; number 2, H, carries 0.4394; number 3, H, carries 0.4327; number 4, H, carries 0.4107; number 5, N, carries -0.7779; number 6, H, carries 0.4663; number 7, H, carries 0.2203; number 8, H, carries 0.4168

=====

Record 7
Here is a structure of composition C4H7N3S from the Open Molecules 2025 dataset. Energies are from ωB97M-V/def2-TZVPD.

Values from the calculation:
Energy above the lowest of the compared OMol25 structures with the same formula, charge and spin (kcal/mol): 115.9
Kohn-Sham gap (eV): 8.2

Element x y z (Å)
H -1.796 -0.728 1.286
C 0.951 0.286 -1.732
H 1.119 0.521 -2.859
H 1.957 -0.003 1.189
C -0.112 0.498 0.832
N -0.995 0.020 1.824
N 1.720 -0.027 -0.757
N -0.482 0.222 -1.527
S -2.711 0.178 -0.299
H 0.229 1.547 1.075
H 1.262 -1.335 0.753
H -0.952 -0.590 -2.412
C -1.048 0.390 -0.436
C 1.146 -0.297 0.574
H -0.286 -0.681 2.488

Results of the natural (NBO) charge analysis, in e, for atoms 1 through 8: number 1, H, carries 0.3892; number 2, C, carries 0.2321; number 3, H, carries 0.2079; number 4, H, carries 0.2251; number 5, C, carries -0.1458; number 6, N, carries -0.8330; number 7, N, carries -0.3834; number 8, N, carries -0.5990

=====

Record 8
Here is the molecule CH2IOP from the Open Molecules 2025 dataset. Energies are from ωB97M-V/def2-TZVPD.

Values from the calculation:
Energy above the lowest of the compared OMol25 structures with the same formula, charge and spin (kcal/mol): 16.4
Kohn-Sham gap (eV): 8.9
SMILES string: O=CPI

Element x y z (Å)
H 1.269 1.557 -1.528
H 0.025 -1.446 -0.332
I 2.811 -0.100 0.050
P 0.891 1.353 -0.197
C -0.353 -0.295 -0.088
O -1.360 -0.206 0.559

The molecule's natural (NBO) atomic charges, reported in e, are given here: number 1, H, carries -0.0156; number 2, H, carries 0.1461; number 3, I, carries -0.1136; number 4, P, carries 0.2687; number 5, C, carries 0.2149; number 6, O, carries -0.5005

=====

Record 9
Here is a cluster of 3 separate species, C15H37O5P2S in total from the Open Molecules 2025 dataset. Energies are from ωB97M-V/def2-TZVPD.

Values from the calculation:
Energy above the lowest of the compared OMol25 structures with the same formula, charge and spin (kcal/mol): 167.3
Kohn-Sham gap (eV): 6.9
Total charge: +1

Element x y z (Å)
O 0.960 2.138 1.784
O -7.151 -3.241 0.824
H -3.395 -5.197 2.890
H 1.442 2.537 -0.867
H 2.172 3.890 -0.004
H 0.101 4.002 1.483
H 6.049 5.473 -2.774
C 3.447 5.449 -3.641
H 4.847 4.704 -5.130
C -3.923 -5.157 1.821
H -6.037 -5.654 2.770
C 1.218 3.441 -0.290
C 5.858 4.658 -2.071
H -1.323 -1.065 1.531
C -0.044 -3.995 1.579
H 5.569 5.111 -1.116
C -6.246 -2.160 0.371
H 0.944 -3.919 0.924
H 2.413 5.812 -3.633
H 6.796 4.111 -1.931
H 4.066 6.278 -3.279
H 1.874 4.622 2.635
H -2.474 -6.968 -0.911
P -1.474 -4.317 0.307
H -5.834 -4.617 -0.206
O -0.179 -2.711 2.284
O -5.773 -2.057 -0.902
H -7.286 -5.378 0.751
C -0.262 -1.568 1.362
C 3.819 5.064 -5.061
H -0.581 2.669 0.572
P -1.240 -6.304 -0.560
H 3.145 3.943 3.658
C -5.518 -4.781 2.154
H -3.878 -6.199 1.288
C 4.769 3.724 -2.568
H -3.120 -3.018 1.757
H -3.889 -3.628 0.091
H -0.353 -7.176 0.219
C -6.426 -4.552 0.807
H 5.062 3.234 -3.501
H -0.038 -1.812 0.241
H 4.630 2.923 -1.832
H 0.695 4.152 -0.939
H 1.431 3.624 4.018
C -3.212 -3.931 0.996
O 3.502 4.358 -2.722
H 0.106 -4.925 2.302
H -5.849 -1.363 1.130
H 2.978 2.582 1.570
H 3.167 4.261 -5.424
H 2.526 1.647 2.982
H -1.235 -3.346 -0.769
H -5.607 -3.821 2.854
C 0.365 3.103 0.919
C 2.220 2.492 2.355
C 2.165 3.743 3.213
S -0.275 -6.037 -2.274
H 0.566 -0.777 1.695
H 3.720 5.926 -5.729

Results of the natural (NBO) charge analysis, in e, for atoms 1 through 8: number 1, O, carries -0.5586; number 2, O, carries -0.5421; number 3, H, carries 0.2403; number 4, H, carries 0.2076; number 5, H, carries 0.2119; number 6, H, carries 0.1663; number 7, H, carries 0.2073; number 8, C, carries -0.0647

=====

Record 10
Here is a structure of composition C8H10ClCoNO4 from the Open Molecules 2025 dataset. Energies are from ωB97M-V/def2-TZVPD.

Values from the calculation:
Energy above the lowest of the compared OMol25 structures with the same formula, charge and spin (kcal/mol): 0.0
Multiplicity: 5
Kohn-Sham gap (alpha / beta) (eV): 7.4 / 7.9
Total charge: -1

Element x y z (Å)
C -3.333 -0.356 0.209
O 3.695 -1.922 1.644
H -1.286 0.581 -2.675
H -1.107 -1.815 -1.759
H -3.267 0.604 0.745
C -0.438 0.926 -2.081
H 2.762 1.048 -1.037
C 1.694 1.174 -1.221
C -1.350 -1.855 -0.688
H -1.163 0.647 2.405
O 3.231 -0.143 3.093
H 1.274 -0.320 -2.850
O 1.608 -0.761 1.411
C -0.487 1.944 -1.084
Cl 2.708 -1.274 2.421
C -2.235 -1.004 -0.151
C 0.908 0.455 -2.173
O 2.078 -2.167 3.319
C 0.833 2.092 -0.540
H -4.332 -0.745 -0.013
N -0.674 0.324 1.566
H -1.373 2.505 -0.776
H -0.934 -2.687 -0.104
Co 0.064 -0.043 0.092
H 1.126 2.792 0.245

Results of the natural (NBO) charge analysis, in e, for atoms 1 through 8: number 1, C, carries -0.5079; number 2, O, carries -0.8528; number 3, H, carries 0.2116; number 4, H, carries 0.2440; number 5, H, carries 0.2354; number 6, C, carries -0.3730; number 7, H, carries 0.2321; number 8, C, carries -0.3450

=====

Record 11
Here is the molecule C4H8O2S from the Open Molecules 2025 dataset. Energies are from ωB97M-V/def2-TZVPD.

Values from the calculation:
Energy above the lowest of the compared OMol25 structures with the same formula, charge and spin (kcal/mol): 48.1
Kohn-Sham gap (eV): 11.2
SMILES string: O=S1(=O)CCCC1

Element x y z (Å)
H -28.274 -3.771 42.925
C -26.783 -5.691 41.685
O -25.574 -4.522 39.631
H -28.698 -6.080 42.340
O -24.973 -3.696 41.792
H -27.713 -3.180 39.858
C -27.379 -3.253 41.085
C -28.334 -5.386 41.572
H -26.581 -6.634 41.197
C -28.397 -3.913 41.825
H -28.643 -5.667 40.605
H -29.408 -3.505 41.496
H -26.652 -5.588 42.735
S -25.966 -4.281 40.996
H -27.075 -2.232 41.267

Results of the natural (NBO) charge analysis, in e, for atoms 1 through 8: number 1, H, carries 0.2160; number 2, C, carries -0.6936; number 3, O, carries -0.9537; number 4, H, carries 0.2256; number 5, O, carries -0.9502; number 6, H, carries 0.2379; number 7, C, carries -0.6896; number 8, C, carries -0.3746

=====

Record 12
Here is a cluster of 2 separate species, C10H17BF3N2O2 in total from the Open Molecules 2025 dataset. Energies are from ωB97M-V/def2-TZVPD.

Values from the calculation:
Energy above the lowest of the compared OMol25 structures with the same formula, charge and spin (kcal/mol): 0.0
Kohn-Sham gap (eV): 8.2
Total charge: +1

Element x y z (Å)
C 2.404 1.268 1.347
C -3.917 -2.866 -1.439
H -4.784 -2.462 -0.919
O -2.656 -0.853 -0.931
C 1.552 0.136 -0.514
H -2.139 1.336 1.546
O -0.334 -0.678 2.048
C -1.119 1.710 1.416
N 2.742 0.268 -1.076
C 3.628 1.327 0.662
H -1.352 -3.925 -1.479
B -0.128 0.512 1.439
H -2.740 -0.606 -1.860
H -0.490 3.584 0.461
H 0.799 -0.386 -1.096
H -0.889 2.266 2.338
H -2.582 -2.514 0.199
F 4.609 3.314 1.389
H -4.007 -2.611 -2.499
H -3.931 -3.952 -1.350
C -2.635 -2.286 -0.869
H 2.342 1.713 2.335
N 3.795 0.842 -0.537
H -1.417 -2.582 -2.625
C 4.835 1.996 1.308
H 2.911 -0.097 -2.009
C -1.031 2.670 0.210
H -0.549 2.216 -0.660
H -1.243 -1.004 2.032
C 1.318 0.654 0.757
C -1.401 -2.839 -1.563
H -0.492 -2.425 -1.120
F 5.946 1.788 0.620
F 4.986 1.514 2.548
H -2.029 2.972 -0.111

Results of the natural (NBO) charge analysis, in e, for atoms 1 through 8: number 1, C, carries -0.0960; number 2, C, carries -0.6340; number 3, H, carries 0.2283; number 4, O, carries -0.7381; number 5, C, carries 0.1125; number 6, H, carries 0.2558; number 7, O, carries -0.8568; number 8, C, carries -0.8001

=====

Let's list max |F| in order: 0.36 0.60 1.14 1.85 4.28 4.08 9.84 2.71 9.15 5.29 6.46 0.89 eV/Å.